1.
DFT (ωB97M-V with the def2-TZVPD basis set) results for a molecular structure, C3HCeO2.

Energy above the lowest of the compared OMol25 structures with the same formula, charge and spin: 5.8 kcal/mol
HOMO-LUMO gap (spin up / spin down): 5.9 / 6.5 eV
LUMO level (spin up / spin down): -12.26 / -11.62 eV

Structure (ORCA input):
```
! wB97M-V def2-TZVPD RIJCOSX def2/J DEFGRID3
* xyz 2 2
Ce -2.257 0.526 2.003
O -0.009 0.859 1.121
O -1.289 -0.550 0.055
C 0.948 -1.017 -1.801
C -0.190 0.072 0.151
C 0.880 -0.134 -0.849
H 1.918 0.244 -0.679
*
```

---

2.
DFT (ωB97M-V with the def2-TZVPD basis set) results for a single C4H8N2OS molecule.

Energy above the lowest of the compared OMol25 structures with the same formula, charge and spin: 81.9 kcal/mol
HOMO-LUMO gap: 8.7 eV
LUMO level: 0.33 eV

Structure (ORCA input):
```
! wB97M-V def2-TZVPD RIJCOSX def2/J DEFGRID3
* xyz 0 1
S -3.375 -0.613 -0.227
O -0.666 -0.827 -0.510
N 0.625 1.917 -0.770
N -1.439 1.266 0.289
C 0.665 -0.775 0.132
C -1.659 -0.093 -0.155
C 1.232 -2.217 -0.054
C -0.265 2.013 0.101
H -0.167 3.007 0.636
H 0.730 -2.734 -1.034
H 1.517 2.565 -0.468
H 2.450 -1.969 -0.146
H 1.185 0.026 -0.490
H 0.430 -0.563 1.193
H 1.067 -2.653 1.091
H -2.329 1.651 0.413
*
```

---

3.
DFT (ωB97M-V with the def2-TZVPD basis set) results for 2 unconnected molecules or ions with the total composition H4IN2P.

Energy above the lowest of the compared OMol25 structures with the same formula, charge and spin: 96.4 kcal/mol
HOMO-LUMO gap: 5.8 eV
LUMO level: -1.30 eV

Structure (ORCA input):
```
! wB97M-V def2-TZVPD RIJCOSX def2/J DEFGRID3
* xyz 0 1
I -2.746 0.229 -0.044
P -0.683 -0.727 -0.881
N 0.920 1.875 -0.086
N -0.069 -1.535 0.391
H 1.950 1.702 -0.095
H 0.558 2.514 -0.864
H -0.632 -1.808 1.228
H 0.700 -2.249 0.352
*
```

---

4.
DFT (ωB97M-V with the def2-TZVPD basis set) results for a molecular structure, C35H35F6N5O5S4TcTe.

HOMO-LUMO gap (spin up / spin down): 6.9 / 6.8 eV
LUMO level (spin up / spin down): -3.89 / -3.82 eV

Structure (ORCA input):
```
! wB97M-V def2-TZVPD RIJCOSX def2/J DEFGRID3
* xyz 1 3
Te -2.986 0.631 2.281
Tc -0.102 0.040 -0.074
S 2.731 -0.806 0.319
S -3.244 -2.806 -2.366
S -0.653 -2.164 -0.931
S 2.220 -0.775 -2.278
F 5.243 -1.373 0.679
F 3.882 -2.830 1.531
F 3.246 1.678 -2.313
F 3.291 0.637 -4.197
F 4.693 0.102 -2.636
F 4.148 -0.908 2.487
O 1.119 0.095 -1.825
O 0.999 1.059 2.198
O 1.929 -1.615 -3.380
O 2.990 0.597 0.227
O 1.499 -1.197 0.995
N -1.888 0.402 -0.833
N -0.171 2.111 -0.169
N 2.861 -1.548 -1.069
N -1.038 0.285 1.701
N -2.694 -0.494 -1.409
C -8.952 0.064 0.059
C -0.565 1.171 6.323
C -3.484 -2.656 5.923
C 3.455 0.497 -2.888
C -0.157 0.905 2.572
C -7.502 0.141 0.438
C -0.557 1.400 3.933
C -5.428 -0.979 1.023
C -0.322 0.633 5.066
C -4.274 -1.524 5.811
C -3.584 -3.569 7.110
C -0.515 4.840 -0.380
C -1.028 2.470 6.450
C -5.540 1.462 0.995
C 0.885 2.928 -0.081
C -6.868 1.366 0.604
C -5.102 0.526 4.693
C -2.597 -2.937 4.891
C -2.398 1.615 -0.648
C -3.221 -0.935 3.727
C -1.001 2.720 4.063
C -1.605 3.999 -0.492
C -4.987 2.850 1.236
C -2.243 -4.310 -2.499
C -4.819 0.266 1.194
C -6.764 -1.015 0.649
C -1.249 3.246 5.318
C -1.402 2.623 -0.403
C -1.494 -2.537 2.719
C 4.101 -1.539 1.324
C -4.163 -0.657 4.730
C -2.199 -1.702 -1.550
C 0.750 4.297 -0.183
C -2.440 -2.101 3.796
C -4.702 -2.273 1.248
H -6.135 0.179 4.732
H -5.038 -3.023 0.534
H -1.580 -4.233 -3.356
H -2.939 -5.133 -2.632
H -1.594 4.267 5.415
H -1.121 3.335 3.176
H -1.815 -2.175 1.751
H -7.430 2.280 0.444
H -2.599 4.376 -0.686
H -5.538 3.574 0.637
H -4.261 -3.167 7.861
H -0.479 -2.169 2.879
H -5.001 -1.303 6.584
H -1.670 -4.447 -1.587
H -3.363 1.828 -1.086
H -3.931 2.932 0.993
H -5.117 3.126 2.286
H -9.396 1.055 -0.020
H -9.508 -0.508 0.803
H -7.246 -1.979 0.529
H -9.070 -0.445 -0.898
H -3.944 -4.554 6.810
H -0.371 0.575 7.205
H -3.633 -2.136 1.128
H -4.933 1.176 5.552
H 1.847 2.464 0.078
H -4.901 -2.647 2.255
H 1.624 4.928 -0.118
H -0.645 5.909 -0.478
H -1.202 2.892 7.431
H -2.013 -3.850 4.942
H -2.603 -3.708 7.565
H -1.454 -3.625 2.680
H -4.985 1.114 3.786
H 0.068 -0.373 4.966
*
```

---

Let's list calculated total energy in order: -20127.7333 -20137.2837 -20431.4228 -123681.4147 eV.